[1]
A 3-piece molecular cluster, C30H62N9O5P2 overall at a distorted geometry. Source: the OMol25 dataset; level of theory: ωB97M-V/def2-TZVPD.

Structure (XYZ):
```
108
Properties=species:S:1:pos:R:3
C -2.391 3.272 3.410
C -2.159 4.665 2.866
O -2.280 5.593 3.617
N -1.859 4.828 1.462
C -2.831 5.688 0.802
C -3.255 7.032 1.347
O -3.350 5.284 -0.196
C -0.439 5.172 1.172
C -0.037 6.554 1.768
C 0.484 6.714 3.046
C 0.833 7.946 3.576
N 0.692 9.077 2.885
C 0.230 8.926 1.650
C -0.143 7.742 1.032
C 0.574 4.145 1.765
C 0.713 2.817 1.007
C -0.421 1.813 1.256
C 1.973 2.116 1.601
N 0.973 3.002 -0.445
O 2.191 3.429 -0.582
C 0.027 3.938 -1.098
C 0.653 4.292 -2.474
C -1.319 3.277 -1.457
C -0.118 5.264 -0.346
H -2.959 2.686 2.691
H -1.424 2.820 3.627
H -2.918 3.364 4.355
H -3.461 7.713 0.526
H -4.186 6.866 1.897
H -2.564 7.450 2.070
H 0.604 5.843 3.677
H 1.206 7.994 4.592
H 0.119 9.838 1.068
H -0.518 7.744 0.019
H 0.430 3.989 2.833
H 1.542 4.641 1.666
H -0.321 0.943 0.605
H -0.384 1.453 2.282
H -1.409 2.244 1.114
H 2.747 2.822 1.885
H 2.344 1.370 0.899
H 1.647 1.554 2.477
H 1.379 5.098 -2.404
H -0.116 4.529 -3.207
H 1.183 3.421 -2.866
H -1.979 3.151 -0.607
H -1.147 2.323 -1.960
H -1.792 3.917 -2.197
H -0.797 5.918 -0.891
H 0.866 5.737 -0.391
O 2.934 -1.910 -0.248
P 3.042 -2.258 -1.709
N 4.481 -1.426 -2.108
C 4.773 -0.798 -3.374
C 5.679 -2.023 -1.537
N 1.643 -1.391 -2.261
C 1.683 0.064 -2.284
C 0.430 -1.846 -1.584
N 3.045 -3.292 -3.163
C 2.259 -2.974 -4.342
C 2.876 -4.720 -2.838
H 5.056 -1.519 -4.156
H 5.605 -0.101 -3.248
H 3.940 -0.203 -3.741
H 6.017 -2.894 -2.120
H 5.495 -2.353 -0.514
H 6.491 -1.295 -1.498
H 2.089 0.495 -1.362
H 0.681 0.472 -2.435
H 2.268 0.431 -3.129
H 0.357 -1.459 -0.562
H 0.402 -2.938 -1.525
H -0.455 -1.534 -2.145
H 1.184 -3.129 -4.200
H 2.595 -3.626 -5.156
H 2.419 -1.952 -4.672
H 1.857 -4.947 -2.506
H 3.563 -5.007 -2.036
H 3.107 -5.346 -3.702
O -1.423 -4.024 0.270
P -2.150 -5.313 0.546
N -2.195 -5.272 2.253
C -2.119 -6.417 3.130
C -3.097 -4.265 2.791
N -0.917 -6.399 -0.023
C 0.304 -6.553 0.759
C -0.589 -6.138 -1.417
N -3.409 -6.563 0.376
C -3.087 -7.967 0.183
C -4.463 -6.171 -0.579
H -3.066 -6.976 3.188
H -1.869 -6.083 4.139
H -1.332 -7.108 2.841
H -4.145 -4.604 2.768
H -3.029 -3.340 2.217
H -2.833 -4.022 3.822
H 0.731 -5.597 1.085
H 1.059 -7.081 0.173
H 0.132 -7.175 1.637
H 0.035 -5.245 -1.534
H -1.500 -5.985 -2.005
H -0.067 -6.996 -1.848
H -2.694 -8.189 -0.814
H -4.007 -8.544 0.324
H -2.376 -8.325 0.922
H -4.105 -6.187 -1.616
H -4.810 -5.157 -0.360
H -5.326 -6.833 -0.500
```

Properties
Spin multiplicity ... 2
Calculated total energy ... -2731.8260 a.u.
Frontier orbital gap (alpha / beta) ... 8.249 / 8.118 eV
Max |F| ... 6.084 eV/A
Net charge ... 0
Expectation value of S² ... 0.754

Here are the Mulliken charges for atoms 1 to 4, given in e: number 1, C, carries -1.411; number 2, C, carries 0.768; number 3, O, carries -0.457; number 4, N, carries 0.827

---

[2]
A 2-piece molecular cluster, C26H23NO overall at a distorted geometry. Source: the OMol25 dataset; level of theory: ωB97M-V/def2-TZVPD.

Structure (XYZ):
```
51
Properties=species:S:1:pos:R:3
C -0.577 3.969 4.487
O -1.606 2.977 4.260
C -1.353 2.025 3.323
C -0.126 1.952 2.614
C 0.077 0.921 1.717
C -0.921 -0.055 1.468
C -0.670 -1.184 0.628
C 0.568 -1.814 0.558
C 0.942 -2.881 -0.369
C 0.286 -3.486 -1.427
C 0.915 -4.559 -2.083
C 2.182 -5.022 -1.672
C 2.851 -4.418 -0.592
C 2.218 -3.345 0.021
N 2.626 -2.583 1.130
C 3.844 -2.754 1.899
C 1.677 -1.663 1.432
C -2.174 0.095 2.128
C -2.378 1.077 3.067
H -1.010 4.609 5.255
H 0.356 3.507 4.847
H -0.368 4.547 3.571
H 0.664 2.687 2.800
H 1.044 0.861 1.220
H -1.507 -1.668 0.126
H -0.695 -3.104 -1.710
H 0.417 -5.048 -2.922
H 2.643 -5.856 -2.203
H 3.824 -4.753 -0.229
H 4.421 -3.569 1.461
H 4.436 -1.829 1.893
H 3.611 -2.984 2.948
H 1.799 -0.997 2.277
H -2.961 -0.627 1.909
H -3.310 1.165 3.627
C -0.586 0.747 -4.248
C 0.392 0.348 -3.292
C 0.200 1.129 -2.120
C -0.895 2.028 -2.332
C -1.395 1.782 -3.680
C -2.489 2.511 -4.158
C -3.085 3.474 -3.338
C -2.596 3.720 -2.040
C -1.508 3.001 -1.534
H -0.731 0.363 -5.255
H 1.161 -0.410 -3.432
H 0.784 1.099 -1.205
H -2.861 2.311 -5.164
H -3.938 4.045 -3.705
H -3.078 4.481 -1.427
H -1.120 3.177 -0.529
```

Properties
Calculated total energy ... -1134.4220 a.u.
Frontier orbital gap ... 3.067 eV
Max |F| ... 1.531 eV/A
Net charge ... 0

Here are the Mulliken charges for atoms 1 to 4, given in e: number 1, C, carries -0.798; number 2, O, carries -0.452; number 3, C, carries 0.921; number 4, C, carries -0.537

---

[3]
One molecule with the formula C5H8N2 at a distorted geometry. Source: the OMol25 dataset; level of theory: ωB97M-V/def2-TZVPD.

Structure (XYZ):
```
15
Properties=species:S:1:pos:R:3
C -1.002 1.140 -0.212
C -0.203 -0.145 -0.147
C 1.202 -0.069 -0.750
C 2.114 0.519 0.247
N 2.744 0.987 1.098
C -0.430 -1.091 0.969
N -0.858 -1.424 -0.393
H -0.500 1.957 0.320
H -1.138 1.451 -1.255
H -1.996 1.014 0.234
H 1.208 0.543 -1.661
H 1.523 -1.082 -1.020
H -1.190 -0.833 1.703
H 0.386 -1.678 1.366
H -1.860 -1.291 -0.499
```

Properties
SMILES ... C[C@@]1(CC#N)CN1
Calculated total energy ... -304.7890 a.u.
Frontier orbital gap ... 10.867 eV
Max |F| ... 1.246 eV/A
Net charge ... 0

Here are the Mulliken charges for atoms 1 to 4, given in e: number 1, C, carries -1.388; number 2, C, carries 1.080; number 3, C, carries -0.731; number 4, C, carries 0.287

---

Question: Look up the max |F| of the first one.
Answer: 6.084 eV/A

---

Question: Which value of calculated total energy does entry 3 give?
Answer: -304.7890 a.u.